No. 1
Density functional theory data (ωB97M-V/def2-TZVPD) for C50H41AsBiBr3F3N3O6S2 as an isolated structure in a non-equilibrium geometry.

XYZ file:
```
110
Properties=species:S:1:pos:R:3:forces:R:3
Bi -0.2260 -0.1955 -0.6016 0.4 0.8 -0.1
Br 3.4426 -1.0762 -3.6897 0.0 0.0 0.0
C 4.1870 -0.3685 -2.0552 -0.1 0.1 0.0
Br 3.0709 0.9459 -1.1955 0.0 0.1 -0.2
H 5.1174 0.1161 -2.3020 0.1 0.1 -0.1
H 4.3080 -1.1908 -1.3667 0.1 0.0 0.0
O -1.0329 -5.1715 -0.5110 -0.1 0.2 0.2
As -0.0387 -3.6653 -0.4271 -0.6 0.1 -0.1
O -0.7036 -2.5870 -1.5259 0.4 -0.2 0.2
O -0.2113 -3.1694 1.1406 0.4 -0.2 -0.3
C 1.4686 -4.4318 -1.4158 0.7 0.4 0.2
C 1.0303 -5.1546 -2.5225 0.2 0.0 0.1
C 1.9333 -5.5651 -3.4948 0.0 0.0 -0.1
C 3.2759 -5.2500 -3.3743 0.0 -0.1 -0.1
C 3.7260 -4.5297 -2.2776 0.1 -0.2 0.0
C 2.8412 -4.1186 -1.2945 -0.6 -0.1 -0.2
S 3.4774 -3.1161 0.0500 -1.1 -0.4 0.0
O 4.8800 -2.8871 -0.2673 0.1 0.1 0.1
O 3.2233 -3.8935 1.2449 0.3 0.1 0.1
O 2.6407 -1.9128 -0.0697 0.2 -0.1 0.2
H -1.7075 -5.0029 0.1640 0.1 -0.1 -0.1
H -0.0232 -5.3802 -2.6182 0.0 0.0 -0.1
H 1.5774 -6.1091 -4.3627 0.0 0.0 0.0
H 3.9791 -5.5605 -4.1404 0.0 0.0 0.0
H 4.7719 -4.2674 -2.1713 -0.1 0.0 0.0
C -2.4761 -2.8946 3.7075 0.0 0.1 -0.1
C -3.8151 -3.3408 3.1146 0.0 0.0 -0.1
C -3.8135 -4.8783 3.0814 0.0 0.0 0.0
C -4.9537 -2.8464 4.0178 0.0 0.0 0.0
C -4.0309 -2.7941 1.6954 0.0 -0.1 0.1
C -5.1591 -3.2037 0.9545 0.0 0.0 0.0
C -5.3693 -2.8036 -0.3505 0.0 0.0 0.0
C -4.4312 -1.9560 -0.9339 -0.1 0.0 -0.1
S -4.3222 -1.3759 -2.5657 -0.1 0.0 -0.2
C -2.8341 -0.5673 -2.1837 0.1 0.0 -0.4
N -2.4978 -0.6535 -0.9356 -0.2 -0.4 0.5
C -3.3408 -1.5014 -0.2085 0.3 0.4 0.1
C -3.1342 -1.9223 1.1061 0.1 0.0 0.0
C -1.9511 0.0344 -3.1842 -0.1 0.0 0.1
C -2.3982 0.3121 -4.4778 -0.1 0.0 0.0
C -1.5264 0.8540 -5.3988 0.1 0.1 0.0
C -0.2165 1.1391 -5.0131 0.0 0.1 -0.1
C 0.2193 0.8761 -3.7257 0.0 0.0 0.2
C -0.6322 0.2914 -2.7881 -0.1 -0.3 -0.1
H -2.3357 -3.3763 4.6811 0.0 0.0 -0.1
H -2.4605 -1.8126 3.8656 0.0 -0.2 0.0
H -1.6347 -3.1641 3.0596 0.0 0.0 0.0
H -3.6376 -5.2690 4.0900 0.0 0.0 -0.1
H -3.0128 -5.2476 2.4334 -0.1 0.0 0.1
H -4.7638 -5.2858 2.7227 0.1 0.0 0.0
H -4.8316 -3.2479 5.0296 0.0 0.0 0.0
H -5.9340 -3.1589 3.6421 0.1 0.0 0.0
H -4.9487 -1.7523 4.0796 0.0 -0.1 0.0
H -5.8798 -3.8736 1.4098 0.0 0.0 0.0
H -6.2233 -3.1644 -0.9122 0.0 0.0 0.0
H -2.2369 -1.6005 1.6171 0.0 -0.1 -0.1
H -3.4300 0.1091 -4.7524 0.0 0.0 0.0
H -1.8621 1.0837 -6.4036 0.0 0.0 0.1
H 0.4693 1.5840 -5.7274 -0.1 0.0 0.1
H 1.2277 1.1548 -3.4440 0.0 -0.1 0.0
F 2.5018 3.1991 6.0600 0.1 0.0 0.2
C 2.7686 1.9356 5.6874 -0.1 -0.1 -0.4
F 2.1903 1.1183 6.5947 0.1 0.1 0.1
F 4.0990 1.7522 5.7867 0.0 0.1 0.2
C 2.2772 1.6390 4.3028 0.0 0.0 0.1
C 1.4259 2.5091 3.6517 -0.1 0.1 -0.1
C 0.9732 2.1556 2.3847 0.2 -0.1 0.0
N 1.3388 1.0235 1.7884 0.1 -0.1 0.1
C 2.1608 0.1862 2.4288 -0.1 -0.1 -0.2
C 2.6562 0.4550 3.6960 0.1 -0.1 0.0
H 1.1161 3.4383 4.1088 0.0 0.0 0.0
H 0.2887 2.7841 1.8223 0.1 0.0 0.0
H 2.4181 -0.7336 1.9023 0.0 0.1 0.0
H 3.3225 -0.2418 4.1900 0.0 0.0 -0.1
Br -5.3302 1.1254 5.2506 -0.1 0.0 0.1
C -3.8850 1.0380 4.0273 -0.1 0.0 0.1
C -4.0804 1.4122 2.7148 0.0 0.1 -0.1
C -2.9895 1.3273 1.8586 0.1 0.0 -0.1
N -1.7937 0.8955 2.2475 0.0 -0.2 0.2
C -1.6324 0.5403 3.5200 -0.1 0.1 -0.1
C -2.6529 0.5984 4.4631 0.2 0.1 0.0
H -5.0409 1.7634 2.3645 0.0 0.0 0.0
H -3.0604 1.6206 0.8121 0.0 0.0 0.1
H -0.6444 0.1790 3.8019 -0.1 0.0 0.0
H -2.4858 0.3027 5.4903 0.0 0.0 0.0
C -0.7103 2.0012 -0.5078 0.1 0.3 0.1
C -0.3026 3.0545 -1.0288 -0.1 -0.2 -0.2
C 0.0542 4.2223 -1.7237 0.0 0.0 -0.2
C -0.7247 4.5503 -2.9270 0.1 -0.1 0.2
C -2.0747 4.1536 -3.0448 0.0 0.0 -0.1
C -2.8207 4.4080 -4.1856 0.1 -0.1 0.1
C -2.2624 5.0635 -5.2800 0.1 0.0 0.0
C -0.9265 5.4467 -5.1995 0.0 0.0 0.1
C -0.1774 5.2020 -4.0555 -0.1 0.0 0.0
C 1.2023 4.9987 -1.2831 -0.1 0.1 0.0
C 2.1855 4.4399 -0.4347 0.0 0.1 0.0
C 3.2757 5.1640 0.0208 -0.1 -0.1 0.0
C 3.4528 6.4986 -0.3364 -0.1 0.0 0.0
C 2.4921 7.0826 -1.1586 -0.1 -0.1 0.0
C 1.3992 6.3613 -1.6188 0.1 -0.1 0.1
H -2.5212 3.6210 -2.2113 0.0 0.0 0.0
H -3.8565 4.0820 -4.2252 0.0 0.0 0.0
H -2.8453 5.2574 -6.1739 0.0 0.0 0.0
H -0.4539 5.9288 -6.0506 0.0 0.0 0.0
H 0.8686 5.4816 -4.0386 0.0 0.0 0.0
H 2.0807 3.4004 -0.1605 0.0 -0.1 0.1
H 4.0076 4.6735 0.6580 -0.1 0.0 0.0
H 4.3067 7.0650 0.0171 0.0 0.0 0.0
H 2.5892 8.1286 -1.4352 0.0 0.0 0.0
H 0.6572 6.8606 -2.2284 0.0 0.0 0.0
```
Forces are in eV/Å.

Output
Net charge: -2
Kohn-Sham gap in eV: 4.090
Highest occupied orbital energy in eV: -0.83
DFT total energy in Eh: -13814.12025
Energy relative to the best compared isomer or geometry (same formula, charge and spin) in kcal/mol: 5.33

Mulliken atomic charge list, values in e, 6 entries: number 1, Bi, carries 0.670; number 2, Br, carries -0.162; number 3, C, carries 0.043; number 4, Br, carries 0.054; number 5, H, carries 0.520; number 6, H, carries -0.292

No. 2
Density functional theory data (ωB97M-V/def2-TZVPD) for C50H42AsCrN3PS2Se as an isolated structure.

XYZ file:
```
101
Properties=species:S:1:pos:R:3:forces:R:3
Cr 0.3390 -0.0123 -0.8002 -0.2 0.6 0.0
S 2.4261 -0.6809 -0.1782 0.4 -0.2 0.4
C 2.9231 0.0393 1.3713 -0.1 0.1 0.0
C 4.2973 0.2371 1.5472 -0.1 0.0 0.0
C 4.7966 0.7939 2.7147 0.0 0.0 -0.1
C 3.9253 1.1672 3.7294 0.1 0.0 0.0
C 2.5638 0.9570 3.5748 0.0 -0.1 -0.1
C 2.0460 0.3775 2.4148 0.2 0.0 0.0
As 0.1269 0.0885 2.1902 0.1 -0.6 0.3
C 0.0712 -1.8777 2.1754 0.0 0.0 0.1
C -1.1663 -2.4599 1.9161 0.0 0.0 -0.1
C -1.3203 -3.8421 1.9434 0.0 0.0 0.0
C -0.2302 -4.6563 2.2231 0.1 0.0 0.0
C 1.0128 -4.0810 2.4720 -0.1 0.0 0.0
C 1.1598 -2.6997 2.4539 0.0 -0.1 0.0
C -0.4391 0.2948 4.0592 0.0 0.2 -0.1
C -0.3661 -0.7166 5.0104 0.0 0.0 0.1
C -0.7371 -0.4665 6.3264 0.0 0.0 0.0
C -1.1840 0.7951 6.7017 0.0 0.0 0.0
C -1.2733 1.8057 5.7526 0.0 0.0 0.0
C -0.9088 1.5511 4.4366 0.0 -0.1 0.1
H 4.9655 -0.0470 0.7411 0.0 0.0 0.1
H 5.8647 0.9431 2.8291 -0.1 0.0 0.0
H 4.3028 1.6125 4.6436 0.0 0.0 -0.1
H 1.8962 1.2406 4.3767 -0.1 0.0 0.0
H -2.0219 -1.8301 1.6949 0.0 0.0 0.0
H -2.2957 -4.2810 1.7612 0.0 0.0 0.0
H -0.3441 -5.7344 2.2534 0.0 0.0 0.0
H 1.8661 -4.7134 2.6948 0.0 0.0 0.0
H 2.1271 -2.2638 2.6696 0.0 0.0 0.0
H -0.0154 -1.7019 4.7294 0.0 0.0 0.0
H -0.6735 -1.2601 7.0629 0.0 0.0 0.0
H -1.4627 0.9896 7.7310 0.0 0.0 -0.1
H -1.6283 2.7894 6.0386 0.0 0.0 0.0
H -0.9820 2.3359 3.6937 0.0 0.1 0.0
N 0.2902 1.7835 -0.5376 -0.1 -0.4 -0.6
P 0.2429 2.7633 -1.7894 0.0 0.2 -0.2
C -1.2899 2.6994 -2.7530 -0.1 0.0 0.1
C -1.3583 2.4216 -4.1136 -0.1 0.0 0.0
C -2.5948 2.3871 -4.7503 0.0 0.0 0.0
C -3.7563 2.6386 -4.0342 0.0 0.0 0.0
C -3.6911 2.9147 -2.6731 0.0 0.0 0.0
C -2.4631 2.9425 -2.0355 0.0 0.0 0.0
C 0.3365 4.4946 -1.2762 0.1 0.0 0.1
C -0.2327 5.5225 -2.0273 0.1 0.0 0.1
C -0.0344 6.8452 -1.6499 0.0 -0.1 0.0
C 0.7374 7.1423 -0.5326 0.0 0.0 0.0
C 1.3021 6.1192 0.2194 0.0 0.0 0.0
C 1.1012 4.7961 -0.1500 -0.1 0.0 0.0
C 1.6094 2.5877 -2.9749 0.0 -0.1 0.0
C 1.7463 1.3684 -3.6391 0.1 0.1 0.0
C 2.8205 1.1326 -4.4818 -0.1 0.0 0.0
C 3.7740 2.1258 -4.6701 0.0 0.0 0.0
C 3.6423 3.3459 -4.0220 0.0 0.0 0.0
C 2.5649 3.5794 -3.1751 0.0 0.0 0.0
H -0.4572 2.2323 -4.6812 0.0 0.0 0.0
H -2.6462 2.1591 -5.8093 0.0 0.0 0.1
H -4.7166 2.6155 -4.5371 0.0 0.0 0.0
H -4.5995 3.0879 -2.1074 0.1 0.0 0.0
H -2.4047 3.1351 -0.9705 0.0 0.0 0.0
H -0.8267 5.2889 -2.9025 0.0 0.0 0.0
H -0.4814 7.6444 -2.2303 0.0 0.0 0.0
H 0.8966 8.1758 -0.2467 0.0 -0.1 0.0
H 1.9022 6.3551 1.0911 0.0 0.0 0.0
H 1.5267 3.9830 0.4292 0.0 0.0 0.0
H 0.9891 0.6054 -3.5107 0.0 -0.1 0.0
H 2.9100 0.1741 -4.9806 0.0 0.1 0.0
H 4.6212 1.9486 -5.3218 0.0 0.0 0.0
H 4.3841 4.1221 -4.1719 0.0 0.0 0.0
H 2.4733 4.5339 -2.6718 0.0 0.0 0.0
C -1.3182 -4.4257 -2.1872 0.1 -0.1 0.0
N 0.0569 -4.6065 -1.7386 -0.3 0.0 0.0
C 1.0562 -3.7047 -1.8622 -0.1 -0.2 0.3
Se 1.0672 -2.0954 -2.7523 -0.1 0.1 -0.3
N 2.1260 -4.2244 -1.2278 0.2 -0.1 0.1
C 1.8325 -5.4707 -0.6883 0.1 0.3 -0.1
C 2.5756 -6.3775 0.0473 0.1 0.0 0.0
C 1.9434 -7.5525 0.4231 0.0 0.0 0.0
C 0.6154 -7.8100 0.0664 0.0 0.0 0.0
C -0.1240 -6.8951 -0.6691 -0.1 -0.1 0.1
C 0.5092 -5.7172 -1.0252 -0.2 0.2 -0.2
H -1.4599 -3.3913 -2.4786 0.1 0.1 0.0
H -1.9929 -4.6521 -1.3619 0.0 0.0 0.0
H -1.5306 -5.0817 -3.0323 0.0 0.0 0.0
H 2.9820 -3.7024 -1.1411 0.0 0.1 0.1
H 3.6042 -6.1743 0.3219 -0.1 0.0 0.0
H 2.4904 -8.2865 1.0012 0.0 0.0 0.0
H 0.1535 -8.7402 0.3742 0.0 0.0 0.0
H -1.1519 -7.0968 -0.9461 0.1 0.0 0.0
S -1.7138 -0.6923 -1.5125 -0.3 -0.4 -0.2
C -3.1494 -0.0188 -0.7287 0.1 0.2 0.2
C -4.3942 -0.3510 -1.2690 0.0 0.0 0.1
C -5.5610 0.1550 -0.7113 0.0 0.0 -0.1
C -5.5060 0.9965 0.3950 0.0 0.0 0.0
C -4.2712 1.3309 0.9355 0.1 -0.1 -0.1
C -3.0979 0.8305 0.3778 -0.3 0.0 -0.1
H -4.4298 -1.0018 -2.1370 0.0 0.1 0.1
H -6.5201 -0.1028 -1.1485 0.1 0.0 0.0
H -6.4178 1.3893 0.8302 0.0 0.0 0.0
H -4.2146 1.9889 1.7962 0.0 0.0 0.0
H -2.1391 1.1156 0.7818 0.1 0.0 0.0
```
Forces are in eV/Å.

Output
⟨S²⟩: 3.873
Spin multiplicity: 4
Net charge: 0
Kohn-Sham gap (alpha / beta) in eV: 6.690 / 7.869
Highest occupied orbital energy (alpha / beta) in eV: -7.03 / -7.40
DFT total energy in Eh: -8914.27200
Energy relative to the best compared isomer or geometry (same formula, charge and spin) in kcal/mol: 17.37

Mulliken atomic charge list, values in e, 6 entries: number 1, Cr, carries 1.770; number 2, S, carries -0.887; number 3, C, carries 0.989; number 4, C, carries -0.887; number 5, C, carries -0.706; number 6, C, carries -0.697

No. 3
Density functional theory data (ωB97M-V/def2-TZVPD) for C50H42ClN4O2P3PbSe2 as an isolated structure in a non-equilibrium geometry.

XYZ file:
```
105
Properties=species:S:1:pos:R:3:forces:R:3
Pb -23.4993 -1.8643 -1.1545 -0.4 -0.7 0.1
N -22.1010 1.6239 -1.2166 2.7 -1.9 1.7
P -23.4379 1.1115 -2.0048 -2.4 -0.5 0.3
C -24.5261 2.5199 -1.7159 -0.8 0.5 0.6
C -25.7767 2.4075 -1.0681 0.6 1.3 0.1
C -26.4200 3.5625 -0.6101 -0.1 0.8 -0.5
C -25.9382 4.8512 -0.9777 0.4 -1.4 -0.3
C -24.7741 4.9502 -1.7632 -0.2 -0.6 0.3
C -24.0353 3.7815 -2.0452 0.7 0.9 0.0
C -23.2354 1.2429 -3.7448 0.7 0.6 -2.1
C -22.0748 0.6938 -4.3478 -0.9 -0.2 1.4
C -21.9573 0.6997 -5.7265 0.4 0.3 -0.9
C -22.9256 1.3103 -6.5506 -1.2 -0.5 0.6
C -24.1344 1.7381 -5.9415 0.4 0.0 -0.3
C -24.2573 1.7741 -4.5611 0.1 -0.1 0.6
P -21.1795 0.2889 -0.3705 -1.0 0.9 -1.5
C -21.1545 0.9588 1.2948 0.6 0.4 0.9
C -22.3837 1.2525 1.9073 -1.1 -0.8 -0.6
C -22.4561 1.9791 3.0862 0.4 0.1 -0.4
C -21.2734 2.3705 3.7183 -1.3 0.7 0.1
C -20.0684 2.0034 3.1635 1.6 -0.3 1.3
C -19.9681 1.2692 1.9941 -0.7 0.1 -0.3
C -19.5132 0.5788 -1.0263 0.8 0.5 0.7
C -19.1492 1.7716 -1.6756 -1.0 -0.4 0.3
C -17.9162 1.8563 -2.2883 -0.1 0.8 -0.1
C -16.9726 0.8566 -2.1178 0.3 0.2 -0.3
C -17.2701 -0.2557 -1.3277 0.6 0.2 0.0
C -18.5296 -0.3952 -0.7759 -1.1 -0.1 -0.3
H -22.0634 2.4836 -0.7179 -0.1 0.9 0.1
H -26.2257 1.4574 -0.8809 0.0 -0.6 0.2
H -27.3506 3.4995 -0.0137 0.7 -0.1 -0.5
H -26.4859 5.7277 -0.6592 0.0 0.1 -0.1
H -24.4386 5.9061 -2.1641 0.0 -0.1 0.4
H -22.9896 3.8715 -2.4796 -1.6 -0.1 0.3
H -21.3493 0.2370 -3.6224 -0.4 0.3 -1.2
H -21.0979 0.2208 -6.2027 -0.1 0.3 0.2
H -22.8323 1.3666 -7.6503 0.1 -0.2 0.8
H -25.0366 2.0361 -6.4847 0.7 0.1 -0.3
H -25.1491 2.2624 -4.1046 0.7 -0.7 -0.4
H -23.3580 0.8378 1.4829 1.4 0.9 0.2
H -23.4347 2.3062 3.4134 0.1 -0.2 0.4
H -21.3841 3.0117 4.6087 0.5 -0.5 -0.4
H -19.1323 2.2003 3.7321 -0.8 0.1 -0.6
H -18.9748 0.9517 1.6672 -0.4 0.2 -0.2
H -19.8594 2.6173 -1.6705 0.5 -0.6 -0.4
H -17.7210 2.7630 -2.8723 0.3 -0.4 0.2
H -16.0063 1.0400 -2.6017 -0.3 -0.6 0.3
H -16.5060 -0.9967 -1.1123 -0.1 0.0 -0.1
H -18.8339 -1.2702 -0.1847 0.4 0.2 -0.3
Se -25.7639 -2.2670 -3.3960 0.8 -0.7 0.0
P -24.4804 -4.0285 -3.9486 0.4 1.5 1.0
Se -22.6366 -4.1565 -2.6720 -0.7 -0.3 -0.8
C -25.5697 -5.4604 -3.7164 0.4 -0.2 -0.4
C -25.6460 -6.0685 -2.4554 -0.1 0.5 0.4
C -26.6801 -6.9667 -2.2013 0.4 -0.7 0.8
C -27.5189 -7.3793 -3.2057 0.0 0.9 -1.6
C -27.3835 -6.8160 -4.4930 0.2 0.7 0.4
C -26.4300 -5.8194 -4.7677 -0.4 -0.7 0.8
C -24.0002 -3.8380 -5.7117 0.4 -1.1 0.4
C -23.7553 -2.5676 -6.2183 -0.3 0.8 0.1
C -23.4407 -2.4044 -7.5699 0.4 -0.1 -0.1
C -23.3811 -3.5161 -8.4142 0.0 -0.7 0.8
C -23.5531 -4.8061 -7.8638 -0.2 0.1 -0.4
C -23.7854 -4.9916 -6.5045 -0.6 0.8 -0.1
H -24.9753 -5.7742 -1.6220 -0.4 -0.1 -0.8
H -26.8321 -7.4330 -1.2147 0.4 0.5 -0.4
H -28.3271 -8.0673 -3.0330 -0.1 -0.2 0.1
H -28.1174 -7.0420 -5.2431 -0.1 -0.3 -0.3
H -26.3849 -5.3160 -5.7456 -0.1 -0.3 0.6
H -23.8376 -1.6610 -5.5661 0.0 -1.0 -0.6
H -23.2043 -1.3970 -7.9287 -0.2 -0.4 0.0
H -23.1534 -3.4498 -9.4746 -0.1 0.2 0.2
H -23.5991 -5.6829 -8.5229 0.4 0.4 0.2
H -23.8939 -6.0024 -6.0922 0.0 0.5 -0.1
Cl -23.0062 -5.6902 2.3129 -1.4 -0.8 0.9
C -21.6787 -4.8528 1.6542 1.3 0.8 -1.7
C -22.0507 -3.5933 0.7867 -0.1 -0.6 1.2
O -21.1090 -3.0495 0.1996 -0.3 0.1 -0.2
O -23.2811 -3.2376 0.7841 1.0 -0.3 -0.2
H -21.1568 -5.5385 0.9815 -0.1 0.1 -0.1
H -20.9324 -4.6457 2.4148 -0.2 0.5 0.2
N -29.2212 -3.8273 3.6625 -1.1 -0.1 -0.1
C -29.6487 -4.2621 4.9302 1.3 0.7 -0.6
C -30.7399 -4.9905 5.3236 -0.9 -0.2 -0.4
C -30.8635 -5.2277 6.6994 -0.3 -1.0 -0.5
C -29.8084 -4.9329 7.5750 -0.1 1.4 0.4
C -28.7148 -4.1681 7.1470 0.7 -0.5 1.6
C -28.6371 -3.8011 5.8317 -0.6 0.2 -2.3
N -27.7036 -3.0563 5.1224 -0.3 -0.1 -1.3
C -28.0945 -3.0900 3.8336 -0.1 -1.0 3.5
C -27.3296 -2.5708 2.7572 1.4 1.2 -1.3
C -27.7925 -2.5086 1.4384 0.5 -0.2 0.6
C -26.8944 -2.1511 0.4512 0.2 0.3 0.0
N -25.6524 -1.7272 0.6886 0.2 -0.1 0.5
C -25.2116 -1.7354 1.9726 -0.2 0.4 -0.7
C -26.0037 -2.1415 3.0187 -0.6 -1.1 0.2
H -29.7147 -3.8957 2.7642 0.3 -0.1 1.0
H -31.4540 -5.3212 4.5275 0.4 0.2 1.2
H -31.7638 -5.7609 7.0409 0.6 0.3 0.0
H -29.8904 -5.0750 8.6629 -0.1 -0.4 -0.7
H -27.8800 -3.9153 7.8402 -0.9 -0.1 -0.5
H -28.7852 -2.7799 1.1166 -0.2 -0.1 0.2
H -27.2222 -2.2413 -0.5763 0.3 0.2 -0.2
H -24.1784 -1.4160 2.1527 -0.5 -0.2 -0.2
H -25.5925 -2.3535 4.0116 -0.2 0.5 -0.4
```
Forces are in eV/Å.

Output
Net charge: 0
Kohn-Sham gap in eV: 6.958
Highest occupied orbital energy in eV: -7.21
DFT total energy in Eh: -8780.10506

Mulliken atomic charge list, values in e, 6 entries: number 1, Pb, carries 1.922; number 2, N, carries -0.028; number 3, P, carries 0.808; number 4, C, carries -0.206; number 5, C, carries -0.554; number 6, C, carries -0.495

What is the formula in the first record? C50H41AsBiBr3F3N3O6S2